(1)
Entry from OMol25: 12 unconnected molecules or ions with the total composition C44H57N11O in a non-equilibrium geometry (the ωB97M-V functional and the def2-TZVPD basis).

Geometry (Å):
C: 6.80353 3.72808 0.99057
C: 6.02962 4.06696 2.16538
C: 4.69938 3.85407 1.79571
N: 4.64485 3.62008 0.45578
C: 5.93240 3.51497 -0.02002
H: 7.85589 3.71125 0.93811
H: 6.37202 4.24656 3.13498
H: 3.83250 3.91060 2.46749
H: 3.85442 3.23003 0.01187
H: 6.16788 3.16334 -0.99160
C: 3.05061 2.68426 -2.94893
C: 2.10520 2.31693 -1.93097
C: 1.82804 3.48085 -1.22284
N: 2.50362 4.49303 -1.78766
C: 3.11268 4.06869 -2.90940
H: 3.40677 2.01679 -3.63848
H: 1.74625 1.30879 -1.72182
H: 1.17691 3.62141 -0.32244
H: 2.47084 5.42631 -1.47774
H: 3.64217 4.71428 -3.56270
C: -3.36414 -0.46398 4.42237
C: -4.22690 -0.46054 3.23211
C: -3.82213 -1.40672 2.38100
N: -2.81680 -2.08406 2.95799
C: -2.54931 -1.54596 4.20928
H: -3.31573 0.13978 5.30803
H: -4.99979 0.31142 3.17960
H: -4.26587 -1.67949 1.45590
H: -2.38859 -2.95966 2.59867
H: -1.85989 -2.00670 4.89513
C: -5.77648 -0.35029 -0.91290
C: -5.36183 -0.23406 -2.25572
C: -4.71951 0.95662 -2.31783
N: -4.70949 1.55679 -1.05786
C: -5.49282 0.78618 -0.18813
H: -6.35200 -1.10584 -0.44185
H: -5.47449 -0.98770 -2.98301
H: -4.07114 1.40871 -3.06597
H: -4.08912 2.36610 -0.88833
H: -5.61532 1.03291 0.86881
C: -0.88412 -1.35471 -5.49600
C: 0.50260 -1.62358 -5.29104
C: 0.85539 -1.06186 -4.05918
N: -0.31004 -0.54552 -3.51944
C: -1.36227 -0.75630 -4.33391
H: -1.47025 -1.74857 -6.31614
H: 1.14406 -1.98214 -6.07585
H: 1.78418 -1.06873 -3.54695
H: -0.42944 -0.13209 -2.60559
H: -2.33274 -0.40324 -4.08383
C: 3.96884 -0.29739 -0.91231
C: 3.96259 -1.68111 -1.29384
C: 3.53868 -2.38971 -0.24006
N: 3.37806 -1.52475 0.81822
C: 3.57700 -0.23772 0.36899
H: 4.13893 0.55108 -1.55747
H: 3.99648 -2.02016 -2.31215
H: 3.22580 -3.41636 -0.22342
H: 3.02866 -1.82726 1.71291
H: 3.42005 0.63340 0.99860
C: -5.16409 4.56769 -3.24200
C: -5.43765 5.90805 -3.52948
C: -6.57413 6.21905 -2.83163
N: -7.02455 5.11337 -2.21046
C: -6.11761 4.08883 -2.40978
H: -4.33459 4.07528 -3.66017
H: -4.88353 6.59624 -4.17969
H: -7.10406 7.13588 -2.70881
H: -7.66387 5.23122 -1.49437
H: -6.24485 3.11394 -1.99358
C: 4.14916 -0.72565 4.93226
C: 3.41974 -1.21196 6.12657
C: 2.13514 -0.77209 6.01175
N: 2.02884 -0.01118 4.92598
C: 3.22228 -0.03730 4.22137
H: 5.19701 -0.78154 4.71426
H: 3.96950 -1.64431 6.95096
H: 1.26626 -0.84926 6.66770
H: 1.20981 0.32622 4.51753
H: 3.19469 0.38567 3.27682
C: 1.39322 -4.45214 2.28724
C: 2.74860 -4.68962 2.24143
C: 3.38948 -3.92504 3.22529
N: 2.46060 -3.21359 3.86778
C: 1.21310 -3.52920 3.39254
H: 0.64247 -4.80012 1.59777
H: 3.33814 -5.26963 1.49668
H: 4.43870 -3.87678 3.55658
H: 2.59748 -2.68173 4.75266
H: 0.41013 -2.97201 3.80101
C: -2.26864 -4.90912 -1.87424
C: -1.08177 -5.27187 -1.25025
C: -0.00246 -4.66473 -1.90546
N: -0.47916 -3.90762 -2.91561
C: -1.86355 -4.00986 -2.87099
H: -3.28016 -5.25310 -1.59775
H: -0.90501 -5.90448 -0.40759
H: 1.03156 -5.00687 -1.90604
H: 0.05435 -3.31966 -3.54991
H: -2.31760 -3.33819 -3.59940
C: -1.19599 0.63299 -0.29636
C: 0.07302 0.11850 -0.10916
C: 0.01130 -1.24634 -0.35807
N: -1.28149 -1.53372 -0.75339
C: -2.05361 -0.39599 -0.76914
H: -1.41806 1.73269 -0.11744
H: 0.85743 0.69723 0.33603
H: 0.77833 -2.00191 -0.42071
H: -1.57529 -2.41847 -1.18455
H: -3.16346 -0.49408 -0.95930
O: -0.17233 0.69069 3.22876
H: -0.98430 0.69195 3.74278
H: -0.33522 0.22958 2.37946

Forces on the atoms, in the same order (eV/Å):
-0.884 1.105 1.386
-1.317 -1.574 -2.264
0.810 1.033 1.462
1.031 -0.256 0.563
-0.256 -0.451 0.055
0.912 0.000 -0.190
0.454 0.336 1.189
0.283 -0.003 -0.762
-0.815 -0.249 -0.711
-0.205 -0.038 -0.769
-2.537 1.784 1.664
0.628 0.420 0.397
-1.373 -1.725 1.555
-0.621 0.305 -0.631
1.550 -1.480 -0.253
0.984 -1.154 -1.750
0.127 0.531 0.006
0.809 -0.055 -1.082
-0.061 0.975 0.227
0.382 0.564 -0.194
-0.205 -1.543 -1.766
-0.234 3.089 2.588
-0.742 -0.267 -0.457
1.708 -1.715 0.846
0.109 -0.118 -0.215
-0.427 0.224 0.020
0.176 -0.600 -0.618
0.028 -0.205 -0.624
-0.551 1.279 0.416
0.272 -0.071 -0.198
-1.214 0.485 1.279
0.055 0.276 1.106
1.579 1.229 0.563
-0.211 0.058 -0.651
1.954 0.176 -0.933
-0.450 -0.837 -0.088
-0.093 -0.413 -0.840
-0.472 -0.192 -0.038
-1.086 -0.796 0.180
0.021 -0.109 -0.619
-0.189 -0.708 0.874
-0.302 1.213 0.395
-1.553 -0.424 -0.980
0.869 -0.211 0.387
0.677 -0.244 -1.567
0.002 0.352 0.037
0.297 -0.292 0.231
0.487 0.241 0.426
0.324 0.028 0.067
-0.524 0.118 0.207
0.231 -0.184 -1.363
-0.332 1.372 -1.369
-0.221 -0.354 0.951
-0.531 -0.315 -0.279
-0.102 0.043 1.512
0.195 -0.098 0.101
0.417 -0.264 -0.110
0.204 -0.156 0.438
0.036 0.162 0.134
0.166 -0.325 -0.016
0.385 0.046 -0.325
-0.187 1.476 -0.277
0.306 0.657 -0.749
1.558 -0.492 -0.687
-0.855 0.022 0.327
0.720 -0.886 -0.255
-0.262 -0.498 0.431
-0.168 0.435 -0.120
-1.430 -0.470 1.469
-0.205 -0.148 0.123
-1.244 -0.197 1.520
2.248 0.424 -0.950
-0.728 -0.099 1.783
2.082 -0.571 -1.255
-1.049 -0.130 1.314
0.147 -0.318 -0.041
-0.593 -0.275 0.078
0.528 -0.172 -0.044
-1.628 0.504 -0.782
0.446 0.901 -1.522
-1.251 2.113 2.209
2.773 -0.234 -0.525
1.155 -0.827 -0.480
-1.443 0.056 1.193
1.078 -1.038 -1.973
-0.113 -0.057 0.141
-0.807 0.322 0.749
-0.717 -0.070 -0.481
0.086 -0.414 -1.028
-0.890 0.077 0.029
-0.385 1.267 -0.712
2.070 0.042 0.057
0.259 -1.375 0.357
-1.554 -0.500 0.758
0.141 0.737 -1.163
0.741 0.540 -0.380
-0.265 -0.471 0.213
-0.176 0.560 0.415
-0.226 -0.067 0.040
-0.640 -0.591 0.369
-2.588 1.513 -0.759
0.358 -1.176 0.711
-0.428 0.053 -0.549
0.369 0.022 -0.192
-0.076 0.330 0.885
-0.064 -1.734 -0.339
0.542 -0.144 -0.195
-0.002 0.019 0.202
0.227 0.446 0.427
1.684 0.425 0.181
0.367 -0.032 -0.495
-0.390 -0.243 -0.305
-0.176 0.268 0.677

The structure (SMILES) is c1cc[nH]c1.c1cc[nH]c1.c1cc[nH]c1.c1cc[nH]c1.c1cc[nH]c1.c1cc[nH]c1.c1cc[nH]c1.c1cc[nH]c1.c1cc[nH]c1.c1cc[nH]c1.c1cc[nH]c1.O. As for the largest force on an atom: 4.0 eV/Å. As for the multiplicity: 1. Its orbital gap is 8.41 eV. For the HOMO energy, the calculation gives -8.00 eV.

Here are the Löwdin charges for atoms 1 to 5, given in e: C -0.105; C -0.084; C -0.148; N 0.024; C -0.145



(2)
Entry from OMol25: a single C6H11N molecule in a non-equilibrium geometry (the ωB97M-V functional and the def2-TZVPD basis).

Geometry (Å):
C: 1.06138 0.63624 0.70647
C: 0.93721 0.57114 -0.86431
C: -0.44357 -0.05394 -1.14396
C: -1.08476 0.82085 -0.02989
C: -0.27357 0.16248 1.02027
C: -0.24088 -1.35244 0.72545
N: -0.62906 -1.33950 -0.73720
H: 0.90150 1.63571 1.24489
H: 2.08973 0.24100 1.20255
H: 1.28092 1.50971 -1.49334
H: 1.70042 -0.14521 -1.31627
H: -0.97254 0.37923 -2.13147
H: -2.14033 0.44157 0.15858
H: -1.05563 1.92842 -0.45577
H: -0.92383 0.29780 2.04427
H: 0.78779 -1.73919 1.03301
H: -1.05862 -2.05337 1.38759
H: 0.06385 -1.94050 -1.35088

Forces on the atoms, in the same order (eV/Å):
2.925 2.901 1.746
3.981 -0.249 -2.661
-1.661 6.886 -1.959
-3.408 -0.664 -2.240
-2.894 -1.769 4.854
-2.298 -1.930 1.196
2.578 -4.687 -0.896
1.321 -0.268 -1.632
-2.713 0.255 -1.274
-1.363 -1.354 1.538
-0.490 0.468 0.934
1.484 -1.850 1.625
0.775 1.036 -0.549
0.177 -2.130 1.983
2.653 0.073 -1.713
-1.302 0.317 -0.870
2.107 1.984 -1.922
-1.872 0.981 1.839

The structure (SMILES) is C1C[C@@H]2C[C@H]1CN2. As for the largest force on an atom: 7.3 eV/Å. As for the multiplicity: 1. Its orbital gap is 9.75 eV. For the HOMO energy, the calculation gives -8.78 eV.

Here are the natural (NBO) charges for atoms 1 to 5, given in e: C -0.439; C -0.463; C -0.069; C -0.421; C -0.277